(A)
This record from the Open Molecules 2025 dataset describes a 2-piece molecular cluster, C3H3BrO2S overall. The level of theory is ωB97M-V with the def2-TZVPD basis set.

Results
Molar mass = 183.03 g mol⁻¹
HOMO-LUMO gap = 7.75 eV
E_HOMO = -9.4698 eV
LUMO energy = -1.724 eV

CARTESIAN COORDINATES (ANGSTROEM)
C -0.78 -0.73 -0.52
S 0.56 -1.63 -0.08
O 1.72 -1.32 -0.87
O 0.79 -1.80 1.32
H -1.58 -1.10 0.12
H -0.93 -0.79 -1.58
C 2.03 0.81 0.95
C 3.10 0.60 0.45
Br 4.62 0.05 -0.05
H 1.24 0.93 1.58


(B)
This record from the Open Molecules 2025 dataset describes a 2-piece molecular cluster, C3H3BrO2S overall. The level of theory is ωB97M-V with the def2-TZVPD basis set.

Results
Molar mass = 183.03 g mol⁻¹
HOMO-LUMO gap = 9.23 eV
E_HOMO = -9.7641 eV
LUMO energy = -0.534 eV

CARTESIAN COORDINATES (ANGSTROEM)
C 0.15 1.31 -0.23
S 1.36 0.32 0.34
O 1.30 -0.10 1.68
O 2.05 -0.46 -0.60
H 0.29 1.87 -1.08
H -0.22 1.87 0.55
C -0.77 -1.83 -0.38
C -1.43 -0.90 0.03
Br -2.69 0.35 0.48
H -0.03 -2.42 -0.78


Which of them is most stable, and which least? Most stable: (B); least stable: (A).


(A)
This record from the Open Molecules 2025 dataset describes a 2-piece molecular cluster, C2H9O2 overall. The level of theory is ωB97M-V with the def2-TZVPD basis set.

Results
Molar mass = 65.09 g mol⁻¹
HOMO-LUMO gap = 13.72 eV
Total charge = +1
E_HOMO = -17.2606 eV
LUMO energy = -3.541 eV

CARTESIAN COORDINATES (ANGSTROEM)
O -0.60 2.33 -0.50
H 0.13 1.20 0.28
H -0.27 3.23 -0.39
H -1.41 2.40 -1.01
C -0.41 -1.07 0.31
O 0.44 0.28 0.59
C 0.59 -2.11 -0.25
H -0.90 -1.23 1.27
H -1.11 -0.69 -0.42
H 1.39 0.27 0.41
H 1.21 -2.59 0.48
H -0.13 -2.80 -0.71
H 1.16 -1.70 -1.09


(B)
This record from the Open Molecules 2025 dataset describes a 2-piece molecular cluster, C2H9O2 overall. The level of theory is ωB97M-V with the def2-TZVPD basis set.

Results
Molar mass = 65.09 g mol⁻¹
HOMO-LUMO gap = 13.45 eV
Total charge = +1
E_HOMO = -17.0691 eV
LUMO energy = -3.622 eV

CARTESIAN COORDINATES (ANGSTROEM)
O -1.92 -0.33 -1.19
H -0.42 -0.16 -1.01
H -2.55 0.09 -1.78
H -2.27 -1.20 -0.95
C 1.28 -0.07 0.41
O 0.59 -0.04 -0.96
C 0.31 0.52 1.42
H 2.12 0.62 0.24
H 1.56 -1.11 0.53
H 1.05 -0.40 -1.73
H 0.88 1.16 2.10
H -0.21 -0.20 2.03
H -0.42 1.11 0.89


Which of them is most stable, and which least? Most stable: (B); least stable: (A).


(A)
This record from the Open Molecules 2025 dataset describes a 2-piece molecular cluster, C3H6BrNO2 overall. The level of theory is ωB97M-V with the def2-TZVPD basis set.

Results
Molar mass = 167.99 g mol⁻¹
HOMO-LUMO gap (alpha / beta) = 9.98 / 6.07 eV
E_HOMO (alpha / beta) = -10.3099 / -8.0393 eV
LUMO energy (alpha / beta) = -0.326 / -1.965 eV

CARTESIAN COORDINATES (ANGSTROEM)
C 0.31 0.82 0.11
C 0.22 -0.67 -0.27
C -0.11 -0.84 -1.67
N 1.05 1.35 -2.98
O 1.55 0.81 -3.96
O 0.59 2.48 -2.80
Br 1.10 -1.69 -2.81
H -0.69 1.39 -0.15
H 1.06 1.44 -0.28
H 0.40 0.72 1.18
H -0.69 -1.06 0.25
H 0.99 -1.09 0.22
H -0.78 -0.02 -2.08


(B)
This record from the Open Molecules 2025 dataset describes C3H6BrNO2 as an isolated structure. The level of theory is ωB97M-V with the def2-TZVPD basis set.

Results
Molar mass = 167.99 g mol⁻¹
HOMO-LUMO gap = 8.30 eV
E_HOMO = -10.5271 eV
LUMO energy = -2.227 eV

CARTESIAN COORDINATES (ANGSTROEM)
C -0.49 0.51 -0.57
C 0.71 -0.39 -0.08
C 0.46 -0.98 1.25
N -0.32 -2.22 1.45
O -0.66 -2.49 2.56
O -0.61 -2.87 0.49
Br 2.68 -1.74 2.10
H -0.78 1.23 0.23
H -1.37 0.08 -0.91
H -0.21 1.22 -1.27
H 1.57 0.16 -0.28
H 0.84 -1.18 -0.75
H 0.22 -0.25 1.92


Which of them is most stable, and which least? Most stable: (B); least stable: (A).